ClNO4S | ωB97M-V/def2-TZVPD

Element x y z (Å)
N (1.645, -0.895, -0.048)
O (1.831, 0.253, -0.179)
O (-0.531, 1.136, 1.213)
O (-0.404, 0.935, -1.306)
O (0.434, -1.235, 0.329)
S (-0.611, 0.388, 0.014)
Cl (-2.365, -0.583, -0.022)

Summary:
* spin multiplicity: 1
* ΔE to the lowest compared entry with this formula, charge and spin: 13.16 kcal/mol
* Kohn-Sham gap: 9.5 eV
* SMILES: O=NOS(=O)(=O)Cl